No. 1
The following is a DFT calculation (wB97M-V/def2-TZVPD) of C29H45N4O2SZn as an isolated structure in a non-equilibrium geometry.

Values from the calculation:
E_tot	-100108.5332	eV
E_LUMO	-4.521	eV
largest force on an atom	1.0	eV Å⁻¹
energy relative to the best compared isomer or geometry (same formula, charge and spin)	2.4	kcal/mol

```
! wB97M-V def2-TZVPD RIJCOSX def2/J DEFGRID3
* xyz 1 1
Zn 2.38 -0.72 -0.03
S 4.02 -1.45 -1.61
O 2.66 1.23 0.01
O 1.56 -2.44 0.46
N 6.51 -1.94 -1.00
N 4.06 -1.01 1.44
N 0.44 -0.13 0.11
N 5.23 -1.37 0.79
C 5.31 -1.59 -0.54
C -4.03 -2.21 -0.37
C 3.86 3.47 -1.25
C -0.32 -5.88 0.96
C 2.63 4.21 -0.70
C -4.64 -3.59 -0.67
C 0.31 3.92 0.17
C -0.88 1.89 0.57
C 3.10 5.15 0.43
C 0.15 -5.07 -0.26
C -2.09 4.01 1.12
C -1.96 5.53 0.92
C -1.79 -3.50 -0.28
C -0.40 -5.72 -1.54
C 1.49 3.32 -0.18
C -2.51 -2.27 -0.22
C -4.42 -1.26 -1.51
C -0.87 3.25 0.61
C 0.32 -2.46 0.14
C -2.23 3.73 2.63
C -0.39 -1.17 0.09
C 1.68 -5.16 -0.34
C -3.36 3.54 0.39
C -1.80 -1.12 -0.05
C -4.62 -1.70 0.96
C 1.57 1.90 0.00
C -0.44 -3.65 -0.14
C 2.07 5.06 -1.85
C 0.30 1.18 0.21
H -2.37 -4.40 -0.46
H -3.24 3.64 -0.69
H 2.86 5.71 -2.25
H 1.25 5.70 -1.53
H -1.76 1.33 0.86
H 0.04 -5.42 1.88
H -4.33 -2.36 1.78
H 2.14 -4.85 0.59
H -3.10 4.26 3.03
H 4.41 2.96 -0.47
H 1.95 -6.21 -0.53
H -5.71 -1.68 0.90
H -4.21 4.15 0.70
H 0.02 -6.72 -1.64
H -1.85 5.79 -0.13
H 0.27 5.00 0.10
H -1.41 -5.93 1.01
H 0.07 -6.90 0.90
H -5.50 -1.25 -1.63
H 6.61 -2.10 -1.99
H 3.58 2.75 -2.01
H -5.72 -3.48 -0.76
H -2.86 6.01 1.30
H -4.08 -0.24 -1.33
H 1.71 4.42 -2.66
H -3.98 -1.60 -2.45
H -1.49 -5.82 -1.53
H 6.07 -1.50 1.35
H 4.18 -0.13 1.93
H 7.32 -2.02 -0.42
H 3.78 -1.73 2.10
H -4.46 -4.29 0.14
H -3.59 2.50 0.62
H 4.53 4.21 -1.71
H -1.34 4.08 3.16
H -2.29 -0.16 -0.08
H -1.12 5.93 1.48
H 3.49 4.57 1.27
H 2.07 -4.56 -1.15
H -2.35 2.67 2.82
H 2.29 5.78 0.79
H -0.12 -5.14 -2.42
H -4.27 -0.69 1.18
H 3.90 5.79 0.06
H -4.27 -4.00 -1.60
*
```

Löwdin population analysis, charges in e, atoms 1 to 6: atom 1 (Zn): 0.567, atom 2 (S): 0.783, atom 3 (O): -0.100, atom 4 (O): -0.111, atom 5 (N): 0.114, atom 6 (N): 0.039

No. 2
The following is a DFT calculation (wB97M-V/def2-TZVPD) of a 6-piece molecular cluster, C29H45NO17S overall.

Values from the calculation:
E_tot	-77934.2561	eV
E_LUMO	0.281	eV
largest force on an atom	0.8	eV Å⁻¹

```
! wB97M-V def2-TZVPD RIJCOSX def2/J DEFGRID3
* xyz 0 1
S 0.53 -3.24 0.40
O 2.06 3.15 1.01
O 0.63 -6.49 -3.64
O -6.88 -5.45 -0.54
O -2.82 2.70 0.06
O -8.51 -6.74 0.27
O 5.57 0.99 -0.06
O -0.54 -0.24 -0.87
O -0.97 -2.81 1.06
O -3.42 -2.84 -0.89
O -2.29 2.41 -2.09
O 3.39 2.78 2.76
O 0.62 -4.65 0.69
O 4.96 2.87 -1.07
O 1.89 9.20 0.74
O 1.06 -4.63 -2.48
O 3.87 8.19 1.00
O 1.38 -2.49 1.54
N -1.71 -1.90 0.28
C -2.26 -2.53 -0.93
C -4.11 1.12 -2.82
C 2.60 5.38 0.49
C 2.84 9.36 2.88
C -2.95 1.99 -3.29
C 2.37 -1.58 1.00
C 2.97 8.83 1.47
C -4.46 1.76 -1.48
C 1.48 -8.13 -2.18
C 1.96 4.12 -0.06
C 3.67 4.81 1.42
C 3.06 3.49 1.85
C -5.51 -5.21 1.37
C 1.02 -5.83 -2.52
C 1.02 10.03 1.53
C 0.57 -7.91 -3.38
C 1.35 9.71 2.98
C -5.54 -5.06 -0.15
C -3.13 2.34 -1.03
C 3.43 -1.33 2.04
C -1.25 0.26 1.36
C 4.88 1.68 -0.96
C -1.42 -2.75 -2.15
C -1.08 -0.60 0.15
C -6.48 -6.37 1.59
C 4.35 -0.16 1.66
C 5.04 -0.30 0.31
C -7.43 -6.24 0.41
C 1.33 -6.82 -1.42
H 2.96 -1.06 2.99
H -0.01 9.80 1.26
H 4.23 1.09 -1.62
H 0.48 -6.82 -0.73
H 4.02 -2.23 2.24
H -3.29 2.88 -3.83
H 1.13 10.52 3.66
H 0.89 -8.43 -4.27
H -3.76 0.10 -2.66
H -0.47 -8.17 -3.17
H 3.48 10.24 2.97
H 5.86 -1.01 0.35
H 0.91 4.23 -0.31
H 2.81 -2.02 0.10
H -4.93 1.09 -3.53
H -0.76 -0.18 2.23
H -4.83 -5.72 -0.65
H 0.79 8.83 3.30
H -2.32 0.33 1.55
H -2.23 1.46 -3.91
H 4.35 -0.63 -0.47
H -4.51 -5.38 1.75
H 4.60 4.60 0.90
H -5.36 -4.04 -0.48
H 1.21 -9.02 -1.60
H 3.16 8.61 3.60
H 3.78 0.77 1.64
H -2.02 -2.46 -3.01
H 3.87 5.43 2.29
H 2.22 -6.51 -0.88
H -5.17 2.58 -1.59
H 2.51 -8.25 -2.52
H 2.49 3.72 -0.93
H -5.99 -7.34 1.52
H 3.00 6.04 -0.28
H -5.90 -4.30 1.83
H -0.87 1.25 1.12
H -7.03 -6.30 2.52
H 1.87 5.95 1.07
H -4.83 1.05 -0.75
H 5.11 -0.03 2.43
H -0.49 -2.20 -2.16
H -1.19 -3.81 -2.27
H 1.89 -0.63 0.73
H 1.23 11.07 1.27
*
```

Löwdin population analysis, charges in e, atoms 1 to 6: atom 1 (S): 0.965, atom 2 (O): 0.013, atom 3 (O): 0.029, atom 4 (O): 0.025, atom 5 (O): 0.112, atom 6 (O): 0.117

Here are the calculated gap between HOMO and LUMO numbers, same order: 5.398; 10.104 (eV).
Here are the calculated HOMO level numbers, same order: -0.36451; -0.36096 (Eh).